Record 1
Computed, not measured: one molecule with the formula C3H8N2O2 in a non-equilibrium geometry, with wB97M-V/def2-TZVPD.

The LUMO energy is 0.84 eV. As for the HOMO-LUMO gap: 9.4440 eV. For the total energy, the calculation gives -378.9345 a.u.

Last column: Löwdin charge in e.
Cartesian coordinates (Å):
1 C 0.039 -0.387 -0.715  -0.103
2 C 1.287 -0.791 0.192  -0.172
3 C -2.136 0.350 0.185  -0.125
4 N -0.931 0.607 -0.243  -0.204
5 N 2.308 0.334 0.412  -0.046
6 O -0.439 1.894 -0.103  0.006
7 O -2.615 -0.925 -0.125  -0.083
8 H 0.094 -0.270 -1.727  0.088
9 H -0.571 -1.339 -0.724  0.125
10 H 1.042 -1.058 1.144  0.073
11 H 1.680 -1.529 -0.437  0.077
12 H -0.791 2.340 0.643  0.078
13 H 2.182 1.120 -0.259  0.058
14 H 2.386 0.694 1.435  0.095
15 H -3.535 -1.040 0.321  0.134



Record 2
Computed, not measured: a 2-piece molecular cluster, C4H10O overall in a non-equilibrium geometry, with wB97M-V/def2-TZVPD.

The SMILES is C=CC.CO. The LUMO energy is 1.00 eV. As for the HOMO-LUMO gap: 10.7272 eV. For the total energy, the calculation gives -233.5774 a.u.

Last column: Löwdin charge in e.
Cartesian coordinates (Å):
1 C 2.540 -0.580 0.015  -0.172
2 O 1.921 0.644 -0.310  -0.188
3 H 1.232 0.928 0.402  0.110
4 H 3.328 -0.454 0.766  0.074
5 H 1.808 -1.307 0.385  0.070
6 H 2.993 -0.951 -0.904  0.081
7 C -1.982 1.192 0.223  -0.117
8 C -0.983 0.137 -0.128  -0.260
9 C -1.271 -1.154 -0.201  -0.011
10 H -0.062 0.510 -0.678  0.095
11 H -2.686 0.846 0.979  0.072
12 H -1.467 2.056 0.645  0.064
13 H -2.538 1.544 -0.646  0.078
14 H -2.206 -1.556 0.161  0.055
15 H -0.628 -1.855 -0.710  0.049



Q: The lowest LUMO energy belongs to which entry?
A: C3H8N2O2



Q: Which of these has the lowest LUMO energy?
A: C3H8N2O2



Q: Among the records above, which one has the lowest LUMO energy?
A: C3H8N2O2



Q: LUMO energy of number 2 (C4H10O)?
A: 1.00 eV